Formula: C36H53IN6O3
Source: the Open Molecules 2025 dataset
Level of theory: ωB97M-V with the def2-TZVPD basis set

```
99
Properties=species:S:1:pos:R:3:mulliken_charge:R:1
C 2.880 -1.132 6.211 -0.9359
C 2.798 -2.208 5.314 -0.3502
C 1.547 -2.775 4.667 0.2723
C 0.171 -2.725 5.186 0.9182
C -0.154 -1.995 6.517 -1.5265
C -0.813 -0.602 6.172 -0.0060
C 0.197 0.560 5.912 -0.4681
O -0.445 1.725 5.360 -0.5810
C -0.942 -3.367 4.453 1.3943
C -2.415 -3.402 4.942 -1.5954
C -3.301 -2.197 4.450 -0.0320
C -4.833 -2.664 4.605 -1.0286
I -3.019 -1.663 2.372 0.1563
C -0.679 -4.062 3.181 -0.6634
C 0.655 -4.091 2.630 -0.0778
C 1.738 -3.448 3.381 0.1005
C 3.020 -3.654 2.528 -0.1811
O 4.173 -3.529 2.803 -0.4776
N 2.513 -4.041 1.209 -0.3432
C 1.235 -4.737 1.342 0.1059
O 0.789 -5.562 0.616 -0.5013
H 2.556 -1.297 7.272 0.3845
H 3.288 -0.122 5.980 0.2229
H 3.767 -2.682 4.998 0.4164
H 0.687 -1.951 7.241 0.6119
H -0.961 -2.601 7.019 0.3981
H -1.523 -0.255 6.972 0.4729
H -1.365 -0.746 5.204 -0.4190
H 0.813 0.826 6.813 0.2649
H 0.898 0.193 5.103 0.2498
H 0.153 2.064 4.671 0.4518
H -2.497 -3.499 6.059 0.1898
H -2.879 -4.338 4.529 0.5812
H -3.221 -1.290 5.097 0.3803
H -5.340 -2.042 5.391 0.3184
H -5.389 -2.460 3.653 0.3025
H -4.918 -3.727 4.935 0.3059
H -1.505 -4.574 2.639 0.4025
H 2.408 -3.113 0.776 0.3479
C -1.152 3.869 -0.043 -1.3734
C -0.701 2.518 -0.587 -0.0500
C -1.013 1.354 0.357 0.3238
C -0.309 1.551 1.653 -0.0042
N 0.242 1.703 2.649 -0.4991
H -0.633 4.124 0.883 0.3877
H -0.935 4.659 -0.765 0.3316
H -2.225 3.872 0.151 0.3417
H 0.375 2.555 -0.784 0.3634
H -1.197 2.339 -1.546 0.0146
H -0.686 0.414 -0.084 -0.2008
H -2.087 1.286 0.540 0.2450
C -0.884 0.329 -4.435 -1.0596
C 0.321 -0.358 -3.800 -0.3703
C -0.030 -1.696 -3.143 -0.5395
C -1.027 -1.483 -2.064 0.2683
N -1.799 -1.318 -1.232 -0.4219
H -1.643 0.578 -3.690 0.2709
H -0.581 1.261 -4.914 0.2093
H -1.344 -0.308 -5.194 0.4180
H 0.761 0.314 -3.057 0.2643
H 1.080 -0.528 -4.568 0.3172
H 0.865 -2.152 -2.715 0.3115
H -0.445 -2.390 -3.878 0.3629
C 5.494 -0.831 1.961 -0.8447
C 6.755 -0.531 1.160 -0.5207
C 6.573 0.632 0.180 -0.4746
C 5.503 0.311 -0.801 0.2755
N 4.676 0.063 -1.556 -0.4283
H 4.671 -1.141 1.313 0.1764
H 5.675 -1.644 2.664 0.2935
H 5.172 0.046 2.530 0.3190
H 7.052 -1.430 0.615 0.2941
H 7.567 -0.290 1.850 0.3337
H 7.503 0.819 -0.361 0.2969
H 6.303 1.546 0.714 0.2873
C 0.991 0.046 -8.695 -1.0798
C 0.320 1.030 -9.647 -0.4405
C -0.350 2.199 -8.920 -0.3589
C -1.407 1.693 -8.007 0.2406
N -2.222 1.302 -7.302 -0.4532
H 0.266 -0.424 -8.027 0.2805
H 1.479 -0.752 -9.256 0.3527
H 1.748 0.545 -8.085 0.2974
H -0.420 0.495 -10.248 0.3004
H 1.070 1.425 -10.338 0.3123
H -0.803 2.882 -9.642 0.3044
H 0.384 2.760 -8.338 0.2749
C -2.902 4.686 -4.197 -0.9433
C -4.189 3.891 -4.003 -0.2719
C -5.211 4.615 -3.121 -0.4912
C -4.643 4.852 -1.769 0.2857
N -4.199 5.034 -0.728 -0.4489
H -2.383 4.849 -3.249 0.1820
H -2.218 4.146 -4.853 0.2217
H -3.107 5.661 -4.648 0.3722
H -3.943 2.921 -3.563 0.1668
H -4.637 3.696 -4.980 0.3226
H -6.116 4.013 -3.024 0.2940
H -5.489 5.575 -3.563 0.2976
```

SMILES string: C=Cc1c(CCCO)c(C[C@H](C)I)cc2c1C(=O)NC2=O.CCCC#N.CCCC#N.CCCC#N.CCCC#N.CCCC#N
Charge: 0
Kohn-Sham gap (eV): 6.77
HOMO (eV): -7.5


Formula: C36H54Cl2NO2
Source: the Open Molecules 2025 dataset
Level of theory: ωB97M-V with the def2-TZVPD basis set

```
95
Properties=species:S:1:pos:R:3:mulliken_charge:R:1
C 2.589 3.359 2.449 -1.1647
C 3.275 2.023 2.029 -0.3864
C 3.593 2.001 0.515 0.1492
C 4.863 2.813 0.072 -0.7556
C 5.882 3.158 1.185 -0.6556
C 6.662 1.961 1.829 -0.9861
C 6.781 0.660 0.976 -0.6034
C 5.867 -0.442 1.574 -0.0037
C 6.275 -1.899 1.147 -0.9588
C 5.081 -2.599 0.430 -0.5467
C 4.305 -3.457 1.482 -0.7706
C 3.268 -4.343 0.716 -0.8212
C 1.861 -3.647 0.643 -0.5495
C 1.051 -4.352 -0.514 -1.1351
C 0.674 -3.363 -1.671 -0.9052
C -0.871 -3.132 -1.654 -0.4481
C -1.322 -1.700 -2.000 0.1619
C -0.471 -0.924 -2.834 -0.8480
C -0.837 0.374 -3.160 -0.8298
C -2.047 0.969 -2.724 1.1315
C -2.305 2.410 -3.194 -1.7661
C -1.645 3.483 -2.263 -0.7404
C -0.135 3.672 -2.583 -0.2900
Cl 0.697 4.395 -1.149 -0.1956
C -2.936 0.243 -1.920 -0.6432
C -2.526 -1.154 -1.565 0.1402
C -3.514 -1.933 -0.717 0.5674
O -3.489 -3.156 -0.649 -0.6504
C -4.624 -1.221 0.054 0.3460
C -5.251 -1.901 1.097 -1.0300
C -6.294 -1.274 1.779 -0.5478
C -6.689 0.026 1.395 0.5856
C -7.868 0.639 2.156 -1.6229
C -7.461 1.437 3.413 0.2985
C -6.402 2.534 3.172 -1.2132
Cl -8.980 2.302 3.965 -0.2078
C -6.023 0.700 0.372 -0.6128
C -4.969 0.086 -0.326 0.3911
C -4.247 0.819 -1.447 0.9902
O -4.786 1.807 -1.914 -0.6301
H 1.731 3.532 1.777 0.2211
H 3.268 4.222 2.435 0.2653
H 2.142 3.182 3.444 0.3856
H 2.500 1.245 2.194 0.3886
H 4.118 1.750 2.680 0.2156
H 3.664 0.988 0.083 0.0236
H 2.727 2.475 0.013 0.0116
H 4.492 3.784 -0.316 0.3408
H 5.322 2.325 -0.806 0.4473
H 5.373 3.741 1.970 0.0378
H 6.634 3.830 0.730 0.4635
H 7.695 2.319 2.001 0.4881
H 6.264 1.750 2.836 0.4519
H 6.653 0.810 -0.106 0.2878
H 7.817 0.293 1.114 0.4205
H 4.798 -0.314 1.347 -0.2426
H 5.954 -0.364 2.675 0.2719
H 6.501 -2.455 2.068 0.3611
H 7.147 -1.844 0.477 0.3912
H 5.388 -3.256 -0.402 0.5311
H 4.331 -1.897 0.022 0.1523
H 4.974 -4.140 2.031 0.4560
H 3.772 -2.796 2.190 0.2894
H 3.129 -5.344 1.152 0.3492
H 3.594 -4.418 -0.338 0.4500
H 1.360 -3.779 1.616 0.3125
H 1.964 -2.566 0.453 0.2167
H 0.172 -4.832 -0.054 0.5249
H 1.668 -5.174 -0.917 0.6092
H 0.915 -3.889 -2.611 0.3525
H 1.268 -2.442 -1.597 0.5063
H -1.232 -3.348 -0.638 0.4158
H -1.386 -3.808 -2.360 0.1890
H 0.468 -1.306 -3.236 0.5902
H -0.149 0.947 -3.791 0.5870
H -3.357 2.623 -3.406 0.4678
H -1.774 2.500 -4.165 0.5494
H -1.720 3.238 -1.195 0.4710
H -2.120 4.442 -2.524 0.3587
H 0.033 4.365 -3.418 0.4009
H 0.383 2.728 -2.795 0.1072
H -4.931 -2.913 1.356 0.4866
H -6.785 -1.808 2.600 0.4617
H -8.517 1.225 1.482 0.4806
H -8.502 -0.200 2.497 0.4388
H -7.190 0.788 4.259 0.3680
H -5.459 2.044 2.871 0.2899
H -6.783 3.205 2.386 0.2937
H -6.270 3.076 4.121 0.4151
H -6.353 1.708 0.099 0.4952
N -4.543 -1.525 -4.498 -0.3253
H -4.896 -2.441 -4.213 0.4030
H -3.877 -1.183 -3.786 0.0248
H -4.081 -1.605 -5.406 0.4048
H -5.323 -0.867 -4.570 0.4019
```

Charge: +1
Kohn-Sham gap (eV): 7.50
HOMO (eV): -11.5